An isolated molecule of C42H39N2O8S at a distorted geometry, computed with ωB97M-V/def2-TZVPD.

Cartesian coordinates (Å):
C1 -2.247 -0.924 -1.033
H1 4.564 -3.190 2.074
H2 4.012 2.941 5.648
H3 -2.039 -2.188 1.215
H4 -0.332 -3.633 2.238
C2 -1.738 -3.778 -0.158
H5 -5.136 -2.758 -4.190
N1 3.524 0.597 5.044
H6 6.440 6.271 2.012
H7 -5.244 4.790 -5.758
H8 1.620 -1.020 0.607
H9 1.109 -2.463 4.215
O1 -3.856 -0.537 -3.261
C3 -4.956 1.096 -4.700
O2 1.821 1.679 1.254
C4 -3.767 -1.853 -2.798
H10 3.154 -4.979 3.024
H11 2.843 -4.110 4.530
H12 3.933 -1.538 2.000
H13 0.093 -4.951 0.012
H14 4.768 7.561 5.703
C5 -5.980 3.254 -4.471
C6 0.418 -0.141 -2.477
C7 4.470 3.039 4.657
C8 -4.828 -0.335 -4.280
H15 -1.016 1.477 -5.068
C9 5.581 4.748 3.231
C10 -0.030 -2.841 1.546
C11 0.918 -0.526 1.293
C12 2.511 -4.244 3.503
H16 4.130 5.246 6.224
O3 -2.444 -4.545 0.841
C13 -0.306 -0.169 0.466
O4 -3.119 -0.337 -0.078
C14 1.687 0.654 1.878
H17 5.785 3.956 2.530
O5 -0.823 0.912 0.475
C15 3.136 1.275 3.972
O6 2.999 -0.651 4.993
N2 2.572 -2.968 2.783
C16 4.644 5.468 5.303
C17 0.477 -1.610 2.323
O7 -3.384 -3.794 1.433
C18 5.008 6.767 5.014
C19 -4.338 -4.191 -2.864
H18 0.511 3.249 -4.304
C20 5.946 6.047 2.943
H19 -3.415 0.966 -6.163
H20 1.493 -4.627 3.508
C21 -5.874 1.933 -4.088
H21 -5.788 -0.699 -3.901
C22 -5.164 3.756 -5.462
H22 4.402 -2.229 3.553
H23 -0.371 -1.180 2.881
H24 -3.385 -5.423 -1.405
C23 1.321 2.069 -2.718
C24 -0.890 -1.312 -0.362
C25 -4.473 -2.920 -3.361
H25 5.327 2.358 4.629
H26 -4.888 -5.010 -3.301
S1 0.338 -1.698 -1.627
C26 -2.735 -3.409 -1.252
C27 1.583 -1.980 3.350
H27 0.804 -3.247 0.967
C28 -4.241 2.932 -6.069
H28 -2.626 0.366 0.398
H29 -3.597 3.322 -6.838
C29 2.271 -0.758 3.857
C30 -2.905 -2.107 -1.715
C31 0.489 2.297 -3.796
H30 -1.068 -0.689 -3.902
C32 -0.631 -4.666 -0.746
H31 -6.505 1.544 -3.307
C33 -0.365 1.302 -4.227
H32 -6.696 3.897 -3.989
H33 -4.544 -0.947 -5.142
C34 3.951 -2.452 2.588
O8 3.530 2.584 3.697
C35 -4.135 1.610 -5.689
C36 -3.479 -4.431 -1.816
H34 5.919 8.077 3.596
H35 -2.071 -0.145 -1.792
C37 5.657 7.059 3.833
H36 -0.106 -4.164 -1.555
H37 -1.051 -5.589 -1.142
C38 -0.396 0.087 -3.575
C39 4.920 4.446 4.408
C40 2.308 0.447 3.183
C41 1.282 0.858 -2.058
C42 -1.192 -2.514 0.587
H38 1.998 2.839 -2.387
H39 1.904 0.697 -1.193

Results
Energy (eV): -74376.8332
Multiplicity: 2
Gap between HOMO and LUMO (alpha / beta) (eV): 9.08 / 7.81
Expectation value of S²: 0.754
Relative energy (zero: lowest compared OMol25 entry of this formula, charge and spin) (kJ/mol): 0.0
Total charge: 0